Here is a molecular structure, C13H19IIrN3O3 from the OMol25 dataset. Energies are from the ωB97M-V functional and the def2-TZVPD basis.

Structure (XYZ):
```
40
Properties=species:S:1:pos:R:3:forces:R:3
Ir 0.36368 -0.19042 0.48786 1.109 -1.191 0.963
C -0.99559 2.19135 -0.89843 0.234 -0.050 -0.060
C 0.29686 2.62150 -0.17927 0.279 0.286 -0.045
N 0.42907 1.86445 1.06276 -1.711 -1.696 0.336
C -0.76008 1.88261 1.94538 -0.277 0.402 0.539
C -1.27097 0.54278 2.50564 -0.399 0.133 0.715
N -1.46324 -0.63983 1.62379 0.787 2.186 -0.071
C -2.68283 -0.64892 0.81879 -0.172 -0.449 0.018
C -2.66712 0.51022 -0.17076 -0.079 -0.132 0.055
N -1.30264 0.75463 -0.67904 0.057 -0.451 -0.667
H -0.90695 2.39700 -1.96589 0.087 0.033 0.050
H -1.83531 2.78221 -0.53863 -0.030 0.025 -0.054
H 0.27081 3.70630 -0.01771 -0.050 -0.011 0.024
H 1.17279 2.38900 -0.78298 -0.005 -0.006 0.028
H 1.28112 1.88418 1.61015 0.478 0.286 -0.601
H -1.56579 2.41672 1.45284 -0.014 -0.024 -0.132
H -0.59852 2.45306 2.86809 0.297 0.228 -0.172
H -2.19348 0.82758 3.03755 -0.152 -0.217 -0.013
H -0.57607 0.21081 3.27690 0.064 0.035 -0.075
H -1.31999 -1.42254 2.23602 -0.191 -0.790 -0.399
H -3.58052 -0.58018 1.44522 0.000 0.016 -0.021
H -2.71885 -1.60178 0.28948 0.097 0.015 0.007
H -3.01308 1.41348 0.32728 -0.008 0.031 -0.002
H -3.36028 0.31797 -0.99268 -0.039 -0.039 0.080
H -1.15397 0.24154 -1.54790 -0.155 0.096 0.216
I 3.20702 -8.94818 0.06683 -0.017 0.039 -0.004
C 2.44823 -7.00010 -0.06163 0.012 -0.016 0.025
C 2.41405 -6.20807 1.07712 -0.013 -0.007 -0.066
C 1.90902 -4.91780 0.98744 0.015 -0.003 -0.013
C 1.44286 -4.42516 -0.22536 -0.005 -0.016 -0.211
C 1.49152 -5.23395 -1.35683 0.009 -0.013 0.091
C 1.99264 -6.52615 -1.28335 -0.006 0.044 0.048
C 0.87886 -3.02396 -0.35223 -0.127 -0.088 -0.026
O 0.49240 -2.61900 -1.44920 -0.027 -0.026 -0.002
O 0.83417 -2.37509 0.75008 -0.867 0.923 -0.523
H 2.78055 -6.59470 2.01842 -0.008 0.027 0.006
H 1.88025 -4.27577 1.85740 -0.001 -0.005 -0.012
H 1.12858 -4.82535 -2.29086 0.013 -0.018 0.007
H 2.03136 -7.15749 -2.16075 -0.010 0.026 -0.008
O 2.10160 -0.15006 0.61358 0.826 0.419 -0.032
```
Positions in Å, forces in eV/Å.

The LUMO energy is 0.06 eV. Its relative energy (zero: lowest compared OMol25 entry of this formula, charge and spin) is 0.000 eV. The orbital gap is 6.90 eV. Its total charge is 0.